This record from the OMol25 dataset describes C6H10N2 as an isolated structure in a non-equilibrium geometry. The level of theory is ωB97M-V/def2-TZVPD.

Values from the calculation:
- F_max (Eh/bohr) = 0.029
- LUMO level (spin up / spin down) (eV) = -0.4 / -0.4
- energy relative to the best compared isomer or geometry (same formula, charge and spin) (kJ/mol) = 329.2
- HOMO-LUMO gap (spin up / spin down) (eV) = 7.90 / 7.90
- total charge = 0
- E_HOMO (spin up / spin down) (eV) = -8.251 / -8.252
- E (Ha) = -344.01134

XYZ file:
```
18
C6H10N2, DFT ωB97M-V/def2-TZVPD
C -0.174 -1.413 -1.347
C 1.864 -0.384 -0.108
C -0.272 0.838 1.738
C 0.423 -0.750 -0.150
C -0.574 -0.132 0.628
N -0.677 -0.182 -1.981
N -1.649 1.751 -1.076
C -1.119 0.627 -1.077
H -2.061 2.016 -0.185
H 0.558 -1.901 -1.992
H -0.979 -2.118 -1.104
H -1.455 -0.751 0.810
H 2.344 -0.903 0.730
H 2.381 -0.657 -1.027
H 2.008 0.689 0.052
H -1.193 1.319 2.077
H 0.163 0.330 2.602
H 0.412 1.621 1.409
```